ORCA calculation (ωB97M-V/def2-TZVPD) on a 14-piece molecular cluster, C77H182N10O14 overall in a non-equilibrium geometry.

As for the net charge: 0. The frontier orbital gap is 8.18 eV. The value obtained for the HOMO energy is -0.2882 Ha. For the total energy, the calculation gives -4643.44749 hartree. As for the LUMO energy: 0.34 eV. As for the strongest force on any atom: 3.9 eV Å⁻¹.

```
283
Properties=species:S:1:pos:R:3:forces:R:3:mulliken_charge:R:1
C -23.375843 -21.675466 0.117307 -0.2 1.3 0.7 0.156
C -23.804337 -22.871605 0.902603 0.3 0.6 -0.9 0.233
C -25.053916 -22.760666 1.760515 1.1 1.9 -0.1 -0.659
O -25.138168 -23.968814 2.377636 -0.9 -2.3 1.0 -0.344
C -26.312258 -24.034536 3.168732 0.3 -0.7 -0.1 -0.774
N -24.093428 -23.883344 -0.064020 1.1 -1.8 0.0 -0.186
H -23.209273 -20.885434 0.849562 -0.3 0.7 -0.3 0.467
H -24.160944 -21.445625 -0.603034 -0.1 0.5 0.0 -0.417
H -22.435718 -21.733508 -0.431248 0.1 -0.7 0.1 -0.310
H -22.969722 -23.142630 1.549180 0.0 -0.5 0.2 0.219
H -25.915152 -22.561191 1.122876 -0.3 0.1 -0.1 -0.129
H -24.988852 -22.013832 2.551780 0.0 0.7 0.0 0.585
H -26.113976 -23.492668 4.093477 -0.6 0.5 0.0 0.300
H -26.558482 -25.056716 3.456187 0.5 -0.2 -0.1 0.254
H -27.153469 -23.724353 2.548853 -0.2 0.6 0.4 0.289
H -24.532403 -24.577472 0.523853 -0.3 -0.9 -0.8 0.358
H -24.741653 -23.570537 -0.772573 -0.2 0.2 0.3 -0.112
C -14.260904 -23.705741 -1.998581 0.4 -0.1 -0.9 -1.302
C -14.867969 -24.876350 -2.778486 -1.4 1.3 -1.5 2.329
C -14.816784 -24.710061 -4.378417 0.3 1.9 1.8 -1.131
O -15.529360 -23.496725 -4.593959 -0.9 0.6 -0.7 0.167
C -15.665630 -23.111398 -5.977706 -0.1 0.0 1.4 -0.448
N -14.385500 -26.130706 -2.354282 1.0 -1.5 0.6 -0.343
H -14.742767 -22.753663 -2.220965 0.0 -0.1 -0.1 0.281
H -13.215295 -23.657952 -2.302762 0.3 0.3 0.2 0.522
H -14.314449 -23.894530 -0.926387 0.0 -0.1 -0.1 -0.158
H -15.928695 -24.806281 -2.537566 -0.3 -0.4 -0.2 -1.531
H -15.232158 -25.491194 -5.015132 0.1 -0.5 0.5 0.464
H -13.791822 -24.448014 -4.640854 0.5 -0.7 -0.3 0.401
H -14.716463 -22.714690 -6.337987 0.2 -0.6 -0.5 0.383
H -16.350029 -22.266598 -6.055195 -0.2 0.0 0.4 -0.347
H -16.124948 -23.941231 -6.514839 0.5 0.0 -0.5 0.370
H -14.357188 -26.171624 -1.345506 -0.8 0.0 0.5 0.101
H -13.386821 -26.231100 -2.466857 0.5 0.2 -1.0 0.351
C -24.480393 -23.257913 -3.696793 -0.8 0.1 -0.1 0.029
C -25.413791 -24.396964 -3.254171 0.5 0.3 1.0 1.273
C -26.701386 -23.894459 -2.659801 -1.0 0.6 0.1 -1.654
O -26.565093 -22.988106 -1.544336 0.8 -0.8 -0.5 0.026
C -27.774973 -22.357417 -1.247542 -0.7 -0.3 -0.2 -1.074
N -25.745168 -25.201763 -4.405611 0.3 -0.4 -1.0 -0.823
H -24.396514 -22.461389 -2.957464 0.4 -0.3 0.3 -0.151
H -24.946591 -22.743826 -4.537320 -0.1 -0.2 -0.3 0.582
H -23.514791 -23.631611 -4.037473 0.1 0.1 0.3 -0.731
H -24.914432 -25.089034 -2.576091 0.3 0.5 0.8 0.209
H -27.399782 -24.694234 -2.413443 0.3 -0.6 0.6 0.541
H -27.261205 -23.451635 -3.483583 0.1 0.8 -0.2 0.517
H -27.805229 -21.866538 -0.274802 0.8 0.3 -0.1 0.266
H -28.572634 -23.093323 -1.146163 -0.3 -0.2 -0.3 0.331
H -28.001919 -21.682330 -2.072674 -0.4 0.3 0.2 0.340
H -24.828445 -25.536473 -4.665766 0.2 0.0 -0.9 0.175
H -26.164554 -26.078346 -4.130234 -0.6 -0.1 0.3 0.317
C -20.032588 -29.519480 -0.054744 1.0 0.4 1.0 -1.516
C -18.641157 -29.215310 0.591020 -0.6 -0.2 0.3 1.100
C -18.631807 -27.914330 1.504328 -0.1 -1.2 -0.8 0.866
O -19.436352 -28.005163 2.671938 -0.3 0.4 0.6 -0.488
C -19.639983 -26.709155 3.286527 0.0 -0.5 -0.3 -0.283
N -18.070869 -30.387520 1.288888 -0.4 0.5 0.9 -0.768
H -20.406487 -28.668092 -0.623459 0.1 -0.1 -0.3 0.223
H -20.753734 -29.719611 0.737720 -0.1 -0.2 0.0 0.369
H -19.876334 -30.405126 -0.670638 -0.4 0.1 -0.2 0.435
H -17.937947 -29.066722 -0.228439 0.0 0.7 -0.1 -0.489
H -19.021126 -27.108483 0.882125 0.1 0.2 -0.2 -0.269
H -17.594231 -27.713372 1.771057 0.1 0.1 0.1 -0.262
H -20.377017 -26.679338 4.089020 -0.4 -1.0 -0.2 0.435
H -20.009350 -26.014643 2.532006 0.3 0.2 0.0 -0.040
H -18.758082 -26.338606 3.809059 0.5 0.0 -0.5 0.280
H -18.617846 -30.540883 2.123992 0.0 0.2 0.5 0.278
H -18.208898 -31.272579 0.822271 0.1 0.1 -0.8 0.264
C -21.681646 -18.073021 -0.298137 -0.6 -0.3 -0.5 0.020
C -21.835221 -16.810455 0.503612 -1.4 0.4 -0.8 0.234
C -23.001865 -16.932188 1.521542 -0.3 1.1 0.5 -1.383
O -24.314386 -16.904875 0.934023 1.9 -0.9 -1.6 -0.206
C -25.410296 -16.915492 1.781442 0.2 0.0 0.9 -0.980
N -20.525740 -16.459359 1.071794 -1.5 -0.2 0.9 -0.371
H -21.000424 -17.995259 -1.145490 0.3 0.1 0.2 -0.378
H -22.636067 -18.351995 -0.744629 -0.1 -0.1 0.1 -0.731
H -21.375569 -18.876460 0.371869 0.2 -0.2 -0.1 0.899
H -22.185193 -15.975064 -0.102814 0.3 0.0 -0.5 0.170
H -23.050003 -16.015105 2.108689 0.8 0.1 0.6 0.581
H -22.825358 -17.771996 2.193599 -0.4 -0.4 0.1 0.468
H -25.373952 -16.049296 2.442120 -0.3 0.4 0.0 0.340
H -25.351653 -17.777443 2.446042 -0.4 -0.4 -0.1 0.321
H -26.303535 -16.913933 1.156765 0.1 0.0 0.2 0.270
H -20.462579 -17.152846 1.803354 0.9 -0.6 0.3 0.316
H -20.699677 -15.648015 1.647616 0.3 0.8 -0.1 0.328
C -20.132051 -19.255253 -11.161387 0.7 0.3 -0.3 -1.786
C -20.035487 -20.697745 -10.547329 -0.7 1.1 -0.4 1.402
C -18.646258 -20.788080 -9.892207 0.1 -0.2 1.3 -1.011
C -18.524213 -21.802365 -8.759508 -2.3 -0.8 0.6 -0.430
C -19.773173 -21.740222 -7.800196 0.3 -0.3 -0.8 0.716
C -21.202626 -21.648474 -8.445422 0.8 -0.5 0.6 2.296
N -21.119253 -20.659584 -9.511982 1.9 0.2 0.7 0.728
O -22.332564 -20.459210 -10.133273 -1.2 -0.4 -0.5 -0.573
C -21.710075 -23.068269 -8.848552 -0.2 -0.1 -0.4 -1.200
C -22.102530 -21.113422 -7.317628 0.1 0.3 -0.3 -1.437
C -20.218578 -21.788537 -11.606322 -0.3 -0.2 0.0 -1.761
H -19.919555 -18.511419 -10.393501 -0.4 -0.1 0.4 0.308
H -21.053280 -18.963197 -11.665501 -0.2 -0.5 0.2 0.381
H -19.362464 -18.981649 -11.883174 0.3 -0.7 -0.3 0.414
H -17.866142 -21.136307 -10.569153 -0.1 0.8 -0.6 0.593
H -18.445675 -19.812204 -9.450026 0.4 0.2 -0.3 -0.075
H -17.664598 -21.687502 -8.099240 0.3 0.2 -0.4 0.277
H -18.477513 -22.781904 -9.235349 0.1 -0.3 0.2 0.062
H -19.570085 -20.892151 -7.146266 -0.4 0.3 0.0 -1.006
H -19.827506 -22.612874 -7.149315 0.3 -0.1 0.1 -0.354
H -22.390104 -23.510387 -8.120405 0.2 0.1 0.4 0.080
H -22.318825 -23.102154 -9.752090 0.1 0.5 -0.2 0.412
H -20.913830 -23.795933 -9.005408 0.2 0.1 0.0 0.086
H -21.595638 -20.292134 -6.811018 -0.1 0.2 -0.1 -0.004
H -23.047920 -20.746787 -7.717540 -0.1 -0.2 0.1 0.714
H -22.283995 -21.876469 -6.560706 -0.1 -0.1 -0.1 -0.221
H -19.441410 -21.709275 -12.366478 0.1 -0.1 0.1 0.442
H -21.174783 -21.752229 -12.128290 -0.1 0.4 0.1 0.351
H -20.202197 -22.781045 -11.156025 0.3 -0.1 0.1 0.218
H -22.599758 -19.575176 -9.871172 0.0 0.1 0.0 0.360
C -21.382082 -21.149444 -3.274550 0.0 -0.2 0.7 0.090
C -20.094086 -21.899450 -2.784136 -0.9 1.9 1.5 2.837
C -19.379745 -20.859420 -1.816207 -0.2 1.2 -0.9 0.024
C -18.211098 -21.334743 -1.001026 -0.9 -1.4 -0.4 -0.981
C -18.766695 -22.512379 -0.170339 1.2 -0.9 0.0 0.143
C -19.579916 -23.635956 -0.946240 0.2 1.2 -0.1 2.454
N -20.507088 -23.002117 -1.894903 0.7 2.0 1.0 1.129
O -21.420662 -23.865736 -2.446777 -0.1 -1.1 -1.0 0.350
C -18.578804 -24.516057 -1.647495 0.3 0.4 -0.8 -0.740
C -20.379463 -24.401341 0.094551 0.1 0.0 0.2 -0.655
C -19.220077 -22.214579 -3.980100 0.7 -1.1 -0.1 0.501
H -22.029714 -20.904610 -2.432691 0.0 -0.4 0.3 -0.660
H -22.003858 -21.714057 -3.969313 0.3 0.0 -0.2 -0.080
H -21.162191 -20.151779 -3.654576 0.4 -0.1 -0.5 -0.261
H -19.117491 -19.982006 -2.407367 0.4 0.0 -0.6 -0.314
H -20.033964 -20.349107 -1.109325 -0.9 -0.7 0.1 -0.908
H -17.733185 -20.552072 -0.411856 -0.3 0.0 0.2 0.765
H -17.428485 -21.725985 -1.651072 0.2 -0.1 -0.1 -0.522
H -19.219867 -22.258283 0.787871 -0.5 0.5 -0.3 -0.116
H -17.860571 -23.031119 0.142586 0.1 -0.4 0.3 -0.508
H -17.918592 -23.859054 -2.213690 0.5 0.0 0.3 -0.430
H -18.020649 -25.087808 -0.906100 0.1 -0.3 -0.3 0.065
H -19.013544 -25.091794 -2.464577 -0.3 -0.6 0.5 -0.216
H -19.711355 -24.734303 0.888826 0.1 0.2 0.1 -1.037
H -21.117252 -23.725416 0.526845 -0.1 -0.2 0.1 -0.176
H -20.864015 -25.310065 -0.262557 -0.1 0.1 -0.3 0.574
H -19.200095 -21.485954 -4.790533 -0.3 0.3 0.2 -0.587
H -19.532857 -23.168192 -4.405380 -0.2 -0.1 -0.2 -0.708
H -18.183930 -22.391848 -3.691862 0.2 0.1 0.1 -0.366
H -22.125349 -23.886333 -1.795164 -0.6 -0.1 0.2 -0.117
C -21.097865 -27.738739 -5.057003 0.2 -1.0 -0.3 -1.862
C -21.362740 -26.685838 -6.152577 -0.3 0.1 -0.6 2.062
C -20.241461 -25.615863 -6.150329 0.8 -0.2 0.8 1.311
C -18.957321 -26.040657 -6.851567 0.4 0.1 -0.4 0.257
C -19.213639 -26.385862 -8.298981 -0.7 -0.4 0.5 -1.434
C -20.385878 -27.405204 -8.456276 0.5 -1.2 0.4 1.414
N -21.527218 -27.177302 -7.560145 2.2 3.0 1.0 0.661
O -22.453799 -28.160701 -7.711822 -1.2 -0.9 0.0 -0.577
C -20.876714 -27.258219 -9.888936 0.7 0.8 0.1 -1.656
C -19.830836 -28.828204 -8.265147 0.4 -0.5 -0.3 -1.774
C -22.658973 -25.997079 -5.741392 -0.4 -0.1 0.8 -2.746
H -21.969610 -28.351527 -4.827540 -0.4 0.2 -0.3 0.356
H -20.800427 -27.314142 -4.098187 0.1 0.3 -0.2 0.278
H -20.354788 -28.482402 -5.344936 0.3 0.2 0.0 0.244
H -20.550296 -24.617226 -6.459267 -0.4 -0.2 -0.6 -0.892
H -19.962817 -25.428144 -5.113391 -0.2 -0.1 0.3 -0.297
H -18.406316 -26.837727 -6.352392 -0.6 -0.5 0.2 -0.066
H -18.172095 -25.284677 -6.855629 -0.3 0.7 0.2 -0.258
H -18.287489 -26.775214 -8.721783 -0.2 -0.3 -0.3 0.614
H -19.441335 -25.483827 -8.866942 -0.2 0.2 0.1 -0.089
H -21.760711 -27.841622 -10.146428 0.2 0.0 -0.1 0.384
H -21.011279 -26.181577 -9.992953 -0.8 0.0 -0.3 0.223
H -20.021291 -27.442831 -10.538766 -0.2 -0.5 -0.3 0.388
H -20.516443 -29.636048 -8.520971 -0.3 0.3 -0.3 0.367
H -18.976292 -28.890615 -8.938908 0.2 -0.4 0.1 0.474
H -19.516815 -29.121254 -7.263343 0.2 0.6 0.2 0.188
H -22.597884 -25.885112 -4.658883 0.3 0.8 0.2 0.507
H -23.557987 -26.613003 -5.764033 0.1 -0.5 -0.9 0.889
H -22.863254 -25.053395 -6.247203 0.1 0.0 0.0 0.608
H -23.096301 -27.674145 -8.233413 -0.6 -0.5 0.0 0.394
C -18.201356 -17.392516 -7.326844 -1.0 -0.3 0.0 -1.957
C -17.898621 -17.521479 -5.823592 -0.5 -0.5 0.0 2.631
C -17.145666 -18.820534 -5.616261 1.7 0.0 0.5 0.072
C -15.669335 -18.797634 -6.120388 -0.2 1.2 0.2 -0.603
C -14.950310 -17.578020 -5.458426 -1.4 -0.7 0.0 -1.256
C -15.649003 -16.227288 -5.599838 -1.1 0.8 -1.4 1.084
N -17.134167 -16.399423 -5.296514 1.0 -0.1 0.9 1.015
O -17.911238 -15.204849 -5.475176 0.8 -0.3 -0.4 -0.615
C -15.094910 -15.236730 -4.592075 -0.4 -0.7 0.3 -1.514
C -15.408767 -15.595364 -6.997726 -0.7 -0.7 0.5 -1.684
C -19.214203 -17.681617 -4.964613 -0.3 0.5 -1.8 -1.456
H -18.882310 -18.185755 -7.635364 -0.4 -0.1 0.2 0.176
H -17.368712 -17.577959 -8.005394 0.3 0.5 0.4 0.241
H -18.704545 -16.446778 -7.528084 0.2 0.1 -0.2 0.430
H -17.104223 -18.956827 -4.535607 0.2 -0.1 0.3 -0.063
H -17.707251 -19.685437 -5.969338 -0.1 0.1 -0.4 -0.797
H -15.543464 -18.705788 -7.199186 -0.3 -0.4 -0.2 0.381
H -15.149988 -19.677324 -5.740211 0.0 -0.2 -0.4 0.320
H -13.938118 -17.415306 -5.828706 0.1 -0.4 0.3 0.550
H -15.022370 -17.916856 -4.424948 0.8 0.7 0.5 0.227
H -14.022771 -15.075112 -4.703893 0.0 -0.3 0.0 0.350
H -15.576024 -14.265637 -4.708669 -0.2 -0.1 0.3 0.390
H -15.341841 -15.755965 -3.666045 0.3 0.8 0.6 0.141
H -15.859619 -16.241188 -7.751214 0.3 0.2 -0.2 0.317
H -15.921462 -14.633475 -6.994569 0.1 0.0 -0.3 0.363
H -14.341705 -15.466613 -7.179157 0.0 0.0 -0.1 0.436
H -19.746432 -18.529972 -5.394881 0.1 -0.5 0.3 -0.497
H -19.909909 -16.878903 -5.209022 0.1 0.4 0.2 0.703
H -19.156109 -17.761582 -3.879103 0.6 0.0 -0.1 0.168
H -18.155222 -14.969289 -4.577082 0.0 0.0 0.2 0.335
C -22.765778 -15.370693 -2.966022 0.3 0.9 0.1 -1.783
C -23.879496 -16.096226 -3.699323 -0.1 0.0 0.5 1.438
C -23.153582 -17.115659 -4.597154 0.9 -0.7 -0.1 -0.289
C -23.962232 -18.301787 -4.994062 -1.3 0.9 -1.0 -1.009
C -24.662871 -18.961886 -3.827474 0.8 -0.3 -1.4 0.274
C -25.395067 -18.012307 -2.873307 -0.5 -0.5 0.2 1.673
N -24.578917 -16.843649 -2.555403 1.6 -0.8 -1.7 1.491
O -25.036546 -16.065306 -1.480500 -0.9 0.7 -1.4 -0.634
C -26.731230 -17.632709 -3.540865 -0.4 0.5 -0.1 -1.831
C -25.570661 -18.831179 -1.596467 -0.6 0.3 1.1 -0.930
C -24.746113 -15.070420 -4.592613 -0.1 -0.7 1.4 -1.882
H -22.216632 -15.998343 -2.264168 -0.4 -0.4 0.0 0.011
H -23.173551 -14.545039 -2.382842 0.2 0.3 -0.2 0.350
H -21.978091 -15.053461 -3.649403 -0.2 0.5 -0.2 0.525
H -22.709526 -16.689880 -5.496950 -0.5 0.8 -0.2 0.804
H -22.232222 -17.514769 -4.172994 0.0 0.2 1.1 -0.538
H -23.424590 -18.988396 -5.647985 0.3 -0.3 0.4 -0.141
H -24.726635 -17.918265 -5.669845 -0.4 0.1 -0.2 0.561
H -23.909881 -19.624278 -3.400453 -0.1 0.1 0.9 -1.092
H -25.377403 -19.608857 -4.336359 -0.4 -0.3 0.6 0.519
H -26.539853 -17.063687 -4.450635 0.1 -0.3 -0.2 0.300
H -27.366684 -18.479792 -3.799210 0.2 -0.2 0.0 0.385
H -27.360963 -16.945040 -2.976378 0.2 -0.1 0.6 0.363
H -26.043627 -19.807693 -1.700489 0.0 0.0 -0.6 0.108
H -24.634725 -19.003576 -1.065065 0.2 0.1 -0.3 -0.220
H -26.190544 -18.299507 -0.874544 -0.2 0.2 0.0 0.224
H -24.128060 -14.340657 -5.115628 0.2 -0.2 0.1 0.453
H -25.422380 -14.531915 -3.928706 0.2 0.3 0.3 0.409
H -25.448210 -15.511106 -5.300400 0.5 -0.5 -0.2 0.319
H -24.535741 -16.341224 -0.709353 0.3 -0.3 0.3 0.456
C -17.304712 -27.706881 -3.083412 0.4 -0.4 0.4 -0.913
C -16.252041 -28.858544 -3.075070 0.0 0.5 1.0 0.704
C -16.699264 -30.142410 -3.658227 -1.3 -1.4 -1.1 -1.347
O -15.038830 -28.470340 -3.672907 -0.6 -0.2 -0.5 -0.697
H -18.274637 -27.995457 -2.678373 -0.2 -0.5 -0.5 0.575
H -17.365532 -27.276573 -4.083041 -0.3 0.0 -0.1 0.521
H -17.056627 -26.916142 -2.375393 0.6 0.1 -0.2 -0.111
H -16.023344 -29.059866 -2.028521 -0.1 0.0 0.5 0.172
H -17.546150 -30.009773 -4.331502 -0.2 0.2 -0.1 0.169
H -17.046582 -30.869332 -2.924027 0.0 0.1 0.3 0.279
H -15.975848 -30.688849 -4.263361 0.5 0.4 0.2 0.390
H -14.905361 -27.642766 -3.205018 1.0 1.1 0.1 0.377
C -18.842241 -23.172326 3.495108 1.2 -1.3 -0.1 -0.319
C -17.464872 -22.569154 3.995436 -0.3 0.0 -2.1 0.521
C -16.812742 -21.688927 2.917870 -0.6 0.7 -0.6 -1.173
O -17.717444 -21.768688 5.073998 -0.8 0.9 2.0 -0.592
H -18.636432 -23.754161 2.596661 0.1 0.3 -0.4 -0.432
H -19.710093 -22.546672 3.286541 0.6 0.8 0.1 0.354
H -19.257557 -23.980544 4.097083 0.3 0.2 0.9 0.508
H -16.686782 -23.292015 4.240698 -0.5 -0.9 0.2 0.075
H -15.912825 -21.147237 3.209108 0.3 -0.4 0.6 0.577
H -17.505626 -20.863776 2.753171 -0.3 0.0 -0.4 0.377
H -16.573673 -22.158659 1.963775 -0.2 -0.3 0.0 -0.061
H -16.899087 -21.449983 5.461701 0.1 0.0 0.0 0.363
C -15.703803 -25.622680 2.185080 -0.7 1.7 -0.1 -1.147
C -14.347826 -25.217749 1.575983 -0.1 -1.7 1.4 0.881
C -13.139787 -25.344188 2.468292 -0.6 0.5 1.0 -1.815
O -14.171773 -26.201769 0.588886 0.5 0.0 -2.1 -0.631
H -15.850511 -26.679312 2.408937 0.6 0.0 0.3 0.672
H -16.464681 -25.411318 1.433746 0.0 -0.1 -0.4 0.084
H -16.062561 -24.992720 2.999052 0.4 -0.2 0.5 0.003
H -14.307258 -24.185011 1.229731 -0.6 -0.2 -0.8 0.213
H -12.212332 -25.074345 1.963201 -0.1 -0.1 -0.1 0.394
H -13.088680 -26.354884 2.873233 0.2 0.1 0.1 0.354
H -13.320286 -24.615830 3.258879 0.4 -0.1 0.5 0.403
H -14.620243 -27.004848 0.863708 0.0 0.0 0.0 0.285
C -16.555444 -17.875011 -1.303514 0.3 0.8 -0.1 -0.393
C -17.604181 -17.251093 -0.322140 0.8 -0.3 -0.8 1.344
C -17.013731 -16.211949 0.633811 0.2 -1.1 0.5 -1.573
O -18.573310 -16.629052 -1.128113 -0.1 0.2 -1.3 -0.559
H -16.320025 -17.128298 -2.061869 -0.4 0.2 -0.2 -0.441
H -16.833261 -18.778342 -1.846565 -0.6 0.0 0.2 -0.111
H -15.554330 -18.086812 -0.927988 -0.2 -0.1 0.9 0.547
H -18.109042 -18.067259 0.194667 0.2 -0.1 0.6 0.021
H -16.513214 -15.391641 0.119347 -0.3 0.0 -0.1 0.300
H -16.287193 -16.696129 1.286359 0.3 -0.1 0.0 0.387
H -17.783702 -15.877553 1.329088 -0.1 0.4 -0.3 0.384
H -19.384982 -16.505454 -0.630611 0.0 0.1 0.6 0.136
```
Forces are in eV/Å.